Entry 1:
{"formula": "C49H59N5O4P2PdS", "method": "ωB97M-V/def2-TZVPD", "symbols": ["Pd", "C", "O", "C", "C", "C", "C", "C", "C", "O", "C", "O", "C", "H", "H", "H", "H", "H", "H", "H", "H", "H", "O", "P", "C", "C", "C", "C", "C", "C", "C", "C", "C", "C", "C", "C", "C", "C", "C", "C", "C", "C", "H", "H", "H", "H", "H", "H", "H", "H", "H", "H", "H", "H", "H", "H", "H", "N", "P", "N", "C", "C", "C", "C", "C", "N", "C", "C", "C", "C", "C", "N", "C", "C", "C", "C", "C", "H", "H", "H", "H", "H", "H", "H", "H", "H", "H", "H", "H", "H", "H", "H", "H", "H", "H", "H", "H", "H", "H", "H", "H", "H", "H", "H", "H", "H", "H", "S", "C", "N", "C", "C", "C", "C", "C", "C", "H", "H", "H", "H", "H"], "positions_angstrom": [[0.88396, -0.06888, 1.25047], [5.80089, 1.66506, 5.47848], [4.98058, 0.68922, 6.08543], [3.85805, 0.32440, 5.37703], [3.26714, -0.88166, 5.76829], [2.21223, -1.37154, 5.02371], [1.68745, -0.66095, 3.94993], [0.61023, -1.20744, 3.08623], [0.58743, -2.72225, 2.96861], [-0.43972, -0.55054, 2.80439], [2.20387, 0.62357, 3.62301], [1.68813, 1.33535, 2.68375], [3.33798, 1.07066, 4.34553], [6.74791, 1.64502, 6.01796], [5.36204, 2.66558, 5.55895], [5.96862, 1.43659, 4.42222], [3.66544, -1.41551, 6.62101], [1.78328, -2.32967, 5.29442], [1.58195, -3.14156, 3.09927], [0.19555, -2.99161, 1.99607], [-0.08663, -3.11432, 3.73644], [3.78970, 1.99863, 4.02103], [-0.80430, 1.62988, -0.98874], [-0.66343, 3.05559, -1.39176], [-1.30377, 4.13664, -0.04017], [-1.69575, 5.46130, -0.22488], [-2.04894, 6.25017, 0.85902], [-1.98813, 5.73140, 2.14533], [-1.57835, 4.41981, 2.34489], [-1.24806, 3.63108, 1.25606], [0.91897, 3.48608, -1.97031], [2.08097, 2.49424, -1.72620], [3.31635, 3.05667, -2.39280], [3.43605, 4.31815, -2.84165], [2.35982, 5.25664, -2.81857], [1.14287, 4.81026, -2.37672], [-1.88598, 3.44108, -2.72476], [-3.24151, 3.46634, -2.40826], [-4.20052, 3.59420, -3.40151], [-3.80548, 3.69008, -4.72944], [-2.45619, 3.65612, -5.05527], [-1.49965, 3.52949, -4.05692], [-1.73104, 5.86902, -1.22949], [-2.37511, 7.27213, 0.69879], [-2.25049, 6.34995, 2.99590], [-1.51513, 4.00668, 3.34388], [-0.94046, 2.60638, 1.39813], [1.85374, 1.50893, -2.14915], [4.15691, 2.37739, -2.47889], [4.38550, 4.63498, -3.26761], [2.50385, 6.26354, -3.19221], [0.28493, 5.48156, -2.40090], [-3.53511, 3.37495, -1.36859], [-5.25396, 3.61270, -3.14589], [-4.54704, 3.77797, -5.51556], [-2.15198, 3.72402, -6.09369], [-0.44088, 3.49719, -4.28914], [0.55048, -1.68720, 0.01014], [-0.79787, -2.30290, -0.35934], [-0.72227, -4.02782, -0.20792], [0.61736, -4.61887, -0.16118], [0.83355, -5.59844, -1.31072], [-0.15257, -6.77532, -1.19570], [-1.44022, -6.33120, -0.48332], [-1.73081, -4.87231, -0.82103], [-1.26710, -2.02613, -1.97442], [-2.55516, -2.28923, -2.57135], [-3.07904, -1.05396, -3.30380], [-2.07915, -0.65519, -4.38631], [-0.71318, -0.40051, -3.75021], [-0.25233, -1.59492, -2.91734], [-2.33878, -2.10300, 0.36953], [-2.79366, -0.70830, 0.38997], [-4.31799, -0.67112, 0.44177], [-4.81962, -1.43838, 1.66687], [-4.21973, -2.84407, 1.70522], [-2.69396, -2.76102, 1.61592], [0.76437, -5.15707, 0.78922], [1.33220, -3.79598, -0.19592], [1.86304, -5.96304, -1.30811], [0.67953, -5.06184, -2.25050], [0.30825, -7.59982, -0.64420], [-0.39719, -7.15021, -2.19409], [-1.32483, -6.42207, 0.59958], [-2.27836, -6.96486, -0.78485], [-2.71493, -4.57751, -0.44636], [-1.75976, -4.77299, -1.91774], [-3.24190, -2.60031, -1.78594], [-2.47772, -3.10685, -3.31327], [-3.18681, -0.22830, -2.59751], [-4.06296, -1.26676, -3.73721], [-2.41856, 0.24051, -4.91434], [-2.00424, -1.46762, -5.12196], [-0.77718, 0.46576, -3.09121], [0.03335, -0.19237, -4.52271], [0.62841, -1.32089, -2.33419], [0.01380, -2.42840, -3.59681], [-2.40529, -0.20482, -0.49220], [-2.39129, -0.18481, 1.26584], [-4.72796, -1.11699, -0.47136], [-4.66558, 0.36476, 0.49491], [-5.91395, -1.48523, 1.66702], [-4.51189, -0.89825, 2.56841], [-4.59897, -3.42615, 0.85802], [-4.51002, -3.35335, 2.63003], [-2.25146, -3.75801, 1.64819], [-2.31682, -2.19346, 2.47547], [3.97705, 2.78448, 0.42253], [2.33356, 2.12420, -0.18961], [2.33010, 0.68456, 0.06186], [3.49339, 0.23039, 0.61501], [3.76680, -1.10704, 0.95126], [4.99861, -1.45334, 1.48907], [5.98318, -0.50320, 1.71811], [5.72818, 0.83266, 1.40253], [4.50856, 1.18191, 0.86296], [1.59643, 2.67148, 0.41001], [2.99854, -1.85338, 0.78109], [5.19467, -2.49228, 1.73244], [6.93724, -0.78225, 2.15140], [6.47570, 1.59784, 1.58316]], "forces_ev_per_a": [[0.390, 0.736, -0.648], [0.010, 0.077, 0.024], [-0.061, -0.052, -0.100], [-0.072, -0.072, 0.080], [-0.002, -0.087, 0.148], [0.113, 0.010, -0.039], [-0.020, 0.367, -0.251], [-0.261, -0.669, 1.278], [-0.144, 0.200, -0.138], [-0.010, -0.354, -0.124], [-0.026, -0.223, 0.429], [-0.347, -0.261, -0.797], [0.036, 0.291, -0.078], [-0.014, 0.027, -0.015], [0.020, -0.020, -0.024], [0.019, 0.001, 0.028], [0.035, -0.042, -0.046], [0.007, -0.028, -0.039], [0.004, -0.040, -0.035], [-0.001, -0.084, -0.051], [0.050, 0.027, 0.085], [-0.054, 0.000, -0.028], [-0.220, -0.493, 0.330], [0.206, 0.261, -0.635], [0.419, 0.075, 0.006], [-0.017, -0.119, -0.121], [-0.057, 0.063, -0.016], [0.018, 0.002, 0.108], [-0.106, 0.089, 0.010], [-0.010, -0.103, -0.115], [-0.043, -0.310, 0.779], [-0.250, 0.258, 0.123], [-0.046, -0.302, -0.250], [0.151, -0.237, -0.093], [-0.157, 0.521, 0.033], [0.033, -0.149, -0.168], [0.065, -0.108, 0.191], [-0.042, 0.004, -0.014], [-0.030, -0.009, 0.006], [0.026, -0.017, -0.091], [-0.053, 0.001, -0.057], [0.053, 0.049, 0.048], [-0.045, 0.040, 0.032], [0.039, -0.002, 0.015], [-0.013, 0.024, -0.013], [0.004, 0.008, 0.004], [0.110, -0.201, 0.050], [-0.080, 0.059, -0.004], [0.063, 0.032, 0.016], [0.024, -0.062, 0.004], [-0.065, 0.010, 0.056], [0.065, 0.076, -0.018], [-0.067, 0.010, -0.004], [0.009, -0.013, 0.010], [-0.018, 0.021, 0.021], [0.017, -0.004, 0.013], [0.003, 0.000, -0.006], [-0.312, 0.670, 0.676], [-0.689, -0.899, -0.646], [0.433, 0.420, 0.082], [0.051, -0.069, 0.015], [-0.095, -0.003, 0.085], [0.005, 0.050, 0.004], [0.045, 0.034, -0.168], [-0.119, -0.051, 0.093], [0.179, 0.175, 0.334], [-0.123, 0.127, 0.058], [0.072, -0.118, -0.161], [0.029, 0.147, 0.083], [-0.080, -0.129, -0.048], [0.176, 0.174, -0.074], [0.723, 0.434, 0.080], [-0.237, 0.022, -0.210], [0.005, 0.010, 0.150], [-0.064, -0.071, -0.166], [0.093, 0.173, 0.098], [-0.181, -0.279, 0.005], [0.050, 0.050, -0.010], [0.026, -0.078, 0.086], [0.019, 0.046, -0.019], [0.020, -0.008, -0.019], [0.002, -0.019, -0.029], [0.010, -0.048, 0.019], [-0.043, -0.008, 0.014], [-0.019, 0.010, 0.050], [-0.013, -0.003, -0.062], [-0.019, 0.058, 0.010], [-0.043, -0.046, -0.065], [-0.017, -0.021, 0.065], [-0.040, 0.031, 0.057], [-0.003, -0.002, 0.015], [-0.014, -0.012, -0.036], [-0.014, -0.002, -0.023], [0.035, 0.064, 0.061], [0.024, 0.042, 0.040], [0.028, -0.052, -0.088], [-0.023, -0.002, 0.048], [0.020, 0.184, 0.006], [0.089, -0.006, -0.007], [0.011, 0.005, -0.003], [0.051, 0.014, -0.089], [0.015, 0.015, 0.055], [-0.012, 0.001, 0.022], [0.015, -0.046, 0.020], [-0.003, -0.042, -0.027], [0.029, 0.057, -0.027], [0.063, 0.012, 0.040], [-0.115, 0.007, 0.090], [0.074, 0.302, -0.112], [-0.154, -0.123, -0.156], [0.651, -0.286, 0.014], [-0.058, 0.126, -0.155], [0.060, -0.077, 0.039], [0.122, 0.095, 0.060], [-0.002, -0.103, -0.021], [-0.252, 0.052, -0.029], [-0.107, -0.268, -0.030], [0.010, 0.030, -0.033], [-0.035, 0.000, 0.033], [-0.022, -0.036, -0.005], [0.016, -0.004, 0.004]], "lumo_ev": 4.2, "charge": -2, "homo_ev": -0.6, "fmax_ev_per_a": 1.5, "de_lowest_kj_mol": 1.6, "multiplicity": 1, "gap_ev": 4.8}


Entry 2:
{"formula": "CH4N2P2", "method": "ωB97M-V/def2-TZVPD", "symbols": ["C", "N", "N", "P", "P", "H", "H", "H", "H"], "positions_angstrom": [[0.54713, -0.11621, 0.15098], [1.62497, -0.77058, 0.67822], [0.27203, 0.44002, -0.93097], [0.42783, -0.40773, 1.90648], [-1.13830, 1.30941, -1.41241], [2.48864, -0.27846, 0.50782], [-2.36539, 1.23836, -0.65851], [-0.11747, -1.64102, 1.93783], [-1.73943, 0.22621, -2.17944]], "forces_ev_per_a": [[-0.396, -0.249, -0.256], [0.292, 0.137, -1.103], [-0.795, -0.123, 0.306], [0.301, 1.797, 1.243], [-0.582, -0.224, -1.653], [0.507, -0.112, 0.484], [0.733, -0.357, 1.050], [-0.716, -1.527, -0.109], [0.656, 0.659, 0.039]], "lumo_ev": 0.4, "homo_ev": -9.0, "fmax_ev_per_a": 2.2, "de_lowest_kj_mol": 162.9, "multiplicity": 1, "smiles": "P/N=C1/NP1", "gap_ev": 9.4}


Entry 3:
{"formula": "C16H16N2O5", "method": "ωB97M-V/def2-TZVPD", "symbols": ["O", "C", "O", "H", "C", "H", "H", "C", "C", "C", "O", "N", "N", "C", "C", "C", "C", "C", "O", "H", "H", "H", "C", "H", "H", "C", "C", "C", "C", "C", "O", "H", "H", "H", "H", "H", "H", "H", "H"], "positions_angstrom": [[-0.69427, 0.91419, -2.77991], [-1.87599, 0.87366, -2.34049], [-2.59087, -0.31904, -2.23207], [-3.25433, -0.12941, -1.64945], [-2.42554, 2.24648, -2.04312], [-2.36651, 3.02414, -2.68618], [-3.34424, 2.27700, -1.41448], [-1.42433, 2.74205, -0.81124], [-1.67422, 2.11538, 0.56962], [-1.84959, 0.68075, 0.44746], [-2.70418, -0.07178, 0.52788], [-0.45569, -0.01411, 0.23691], [0.47941, 0.80525, 0.09899], [1.53065, -0.07245, -0.02005], [2.89004, 0.33382, -0.33424], [4.02284, -0.19473, -0.56310], [4.96399, 0.70811, -0.60842], [4.55683, 1.85698, -0.09055], [3.19534, 1.50153, 0.11897], [5.04918, 2.75109, 0.19467], [6.13807, 0.34103, -0.90280], [4.14115, -1.27345, -0.79045], [1.09869, -1.46718, -0.33925], [1.65462, -2.08588, 0.28005], [1.28210, -1.86941, -1.61463], [-0.50214, -1.40955, -0.04058], [-0.88856, -2.07959, 1.00725], [-0.34731, -2.31496, 2.47965], [-1.03039, -3.08606, 3.12903], [-1.90861, -3.74271, 2.16944], [-1.65170, -3.31231, 0.95974], [-2.51174, -4.66370, 2.05035], [-1.01536, -3.50137, 4.15206], [0.28381, -1.39199, 2.74543], [-1.10432, -1.53549, -0.93131], [-2.66229, 2.35446, 1.17746], [-0.95972, 2.32171, 1.21292], [-1.66365, 4.03011, -0.41372], [-0.38117, 2.65744, -0.95184]], "forces_ev_per_a": [[-3.942, -1.417, 1.308], [3.917, 0.071, -3.186], [4.024, 1.646, -2.529], [-3.335, 0.397, 2.559], [0.383, -1.567, 7.099], [0.095, 1.590, -2.816], [-0.105, -0.261, -1.216], [-2.784, 4.337, 1.802], [-6.565, -0.343, -1.458], [8.505, -0.809, -0.142], [-5.845, -2.635, 0.296], [-10.703, 3.188, 1.418], [8.007, -2.874, -0.069], [-0.466, 2.380, -2.695], [-4.345, 1.285, 3.229], [0.721, -9.847, -3.592], [10.329, 0.483, -1.008], [-2.731, -1.854, -0.238], [-0.235, 7.667, 1.509], [-0.524, 0.711, 0.259], [-3.489, 1.560, 0.886], [0.110, 0.885, -0.160], [-1.008, -0.283, -4.390], [0.567, -1.920, 1.000], [-0.285, 1.526, 3.935], [5.505, 3.450, -6.340], [-1.585, -9.967, 11.993], [5.877, 13.026, -9.694], [-7.982, -9.971, 4.694], [1.277, -1.057, 0.338], [-0.276, 3.806, -1.506], [0.388, 0.707, 1.152], [0.211, 0.864, -0.613], [-0.540, -1.940, 0.351], [-0.037, -0.556, -0.230], [1.520, 0.388, -1.702], [3.763, 0.994, 2.753], [0.716, -3.670, -2.066], [0.867, 0.010, -0.933]], "lumo_ev": 0.2, "homo_ev": -7.3, "fmax_ev_per_a": 17.3, "de_lowest_kj_mol": 1359.0, "multiplicity": 1, "gap_ev": 7.5}